No. 1
# C39H38CrFN5O10S

C39H38CrFN5O10S as an isolated structure (wB97M-V/def2-TZVPD, OMol25).

Element x y z (Å)
Cr -0.014 0.334 -0.228
C -1.740 -0.939 3.883
C -1.988 -1.010 2.401
C -2.170 0.148 1.649
C -2.464 0.087 0.282
C -3.081 1.281 -0.404
C -2.477 -1.171 -0.337
C -2.252 -2.337 0.389
C -2.222 -3.677 -0.290
C -2.043 -2.241 1.761
H -2.663 -1.147 4.430
H -1.386 0.050 4.174
H -1.006 -1.684 4.193
H -2.198 1.110 2.148
H -4.152 1.299 -0.188
H -2.949 1.224 -1.484
H -2.641 2.210 -0.046
H -2.738 -1.234 -1.390
H -1.187 -3.992 -0.453
H -2.724 -3.642 -1.258
H -2.699 -4.436 0.329
H -1.881 -3.145 2.338
C 1.436 6.166 -4.979
C 2.328 5.065 -4.412
N 1.554 3.970 -3.838
C 1.236 4.039 -2.514
C 0.538 3.093 -1.841
C 0.291 3.316 -0.362
O 0.528 4.429 0.103
O -0.116 2.292 0.276
C 0.080 1.933 -2.542
O -0.601 1.028 -2.026
C 0.472 1.833 -3.928
C 0.187 0.667 -4.636
C 0.536 0.553 -5.954
F 0.309 -0.632 -6.568
C 1.115 1.609 -6.656
C 1.419 2.769 -5.945
C 1.165 2.875 -4.578
N 1.361 1.595 -8.058
C 2.679 1.965 -8.554
C 2.465 2.837 -9.818
N 1.083 2.541 -10.300
C 0.878 1.062 -10.370
C 0.778 0.560 -8.906
H 2.039 6.953 -5.431
H 0.839 6.607 -4.181
H 0.755 5.766 -5.732
H 2.953 5.470 -3.619
H 2.999 4.671 -5.175
H 1.591 4.906 -1.972
H -0.265 -0.168 -4.116
H 1.872 3.592 -6.480
H 3.264 1.074 -8.808
H 3.230 2.515 -7.799
H 3.176 2.596 -10.605
H 2.523 3.901 -9.593
H 0.857 3.024 -11.165
H 0.474 2.852 -9.532
H 1.727 0.628 -10.893
H -0.027 0.841 -10.930
H 1.286 -0.404 -8.818
H -0.264 0.418 -8.631
O 3.762 -0.838 -1.165
C 2.576 -0.799 -1.450
O 1.767 0.158 -1.156
C 2.020 -1.898 -2.354
C 0.666 -2.205 -2.426
C 0.196 -3.162 -3.316
C 1.070 -3.814 -4.163
C 2.426 -3.517 -4.075
C 2.910 -2.583 -3.169
N 3.352 -4.194 -4.970
O 2.894 -4.984 -5.780
O 4.535 -3.938 -4.881
H -0.023 -1.697 -1.765
H -0.862 -3.393 -3.353
H 0.733 -4.547 -4.880
H 3.969 -2.382 -3.101
O 1.385 -3.245 4.566
S 2.321 -2.769 3.577
O 3.550 -3.490 3.433
N 1.529 -2.587 2.148
C 1.322 -1.324 1.896
O 0.609 -0.908 0.934
C 1.953 -0.356 2.842
C 1.965 1.027 2.776
C 2.679 1.717 3.749
C 3.353 1.041 4.760
C 3.323 -0.349 4.828
C 2.616 -1.022 3.857
H 1.437 1.563 1.997
H 2.709 2.799 3.714
H 3.909 1.600 5.502
H 3.841 -0.881 5.616

Results
LUMO (spin up / spin down): -2.03 / -2.03 eV
Frontier orbital gap (spin up / spin down): 4.0 / 5.8 eV
Total energy: -110957.59487 eV
2S+1: 5

Atomic partial charges in e from the Mulliken method, atoms 1 to 2: 1.223, -1.706

No. 2
# C39H38N2OPSc

C39H38N2OPSc as an isolated structure (wB97M-V/def2-TZVPD, OMol25).

Element x y z (Å)
Sc 1.393 -0.792 -0.853
C 3.753 -1.532 -1.308
C 3.263 -2.255 -0.203
C 2.198 -3.081 -0.655
C 2.052 -2.876 -2.039
C 2.997 -1.907 -2.441
H 4.613 -0.881 -1.301
H 3.713 -2.276 0.777
H 1.697 -3.842 -0.075
H 1.392 -3.421 -2.695
H 3.191 -1.602 -3.459
C -2.481 0.847 4.934
C -1.243 0.319 5.265
C -0.260 0.168 4.293
C -0.514 0.550 2.981
C -1.768 1.072 2.653
C -2.742 1.229 3.624
P 0.668 0.383 1.604
C 2.077 -0.457 2.433
C 3.310 0.143 2.658
C 4.341 -0.578 3.253
C 4.143 -1.895 3.635
C 2.910 -2.503 3.417
C 1.891 -1.792 2.808
C 1.298 2.070 1.313
C 1.168 3.056 2.256
C 1.619 4.367 1.998
C 2.178 4.663 0.790
C 2.318 3.672 -0.213
C 2.876 3.996 -1.475
C 2.980 3.043 -2.442
C 2.544 1.721 -2.183
C 2.008 1.325 -0.977
C 1.883 2.343 0.032
H -3.243 0.960 5.695
H -1.034 0.022 6.285
H 0.704 -0.237 4.569
H -1.976 1.358 1.628
H -3.708 1.641 3.358
H 3.468 1.172 2.361
H 5.300 -0.104 3.421
H 4.946 -2.452 4.101
H 2.753 -3.534 3.708
H 0.933 -2.269 2.626
H 0.713 2.833 3.214
H 1.511 5.131 2.757
H 2.519 5.669 0.573
H 3.205 5.013 -1.657
H 3.392 3.293 -3.412
H 2.649 1.006 -2.996
C -2.042 -3.834 -2.812
C -3.109 -3.266 -1.873
C -2.762 -3.571 -0.408
C -3.487 -1.788 -2.026
C -4.830 -1.516 -1.756
C -5.339 -0.235 -1.764
C -4.486 0.823 -2.025
C -3.146 0.620 -2.326
C -2.279 1.860 -2.484
C -1.397 1.917 -3.733
C -1.459 2.104 -1.212
C -2.660 -0.696 -2.347
N -1.344 -0.857 -2.926
H -2.141 -4.921 -2.836
H -1.036 -3.615 -2.468
H -2.151 -3.462 -3.831
H -4.032 -3.807 -2.095
H -1.880 -3.015 -0.104
H -2.562 -4.639 -0.281
H -3.585 -3.296 0.253
H -5.486 -2.353 -1.541
H -6.391 -0.059 -1.576
H -4.863 1.838 -1.997
H -2.987 2.688 -2.566
H -0.516 1.281 -3.653
H -1.051 2.942 -3.878
H -1.951 1.614 -4.623
H -0.766 1.281 -1.025
H -2.117 2.188 -0.344
H -0.872 3.022 -1.294
O -0.501 -0.991 -0.870
N -0.368 -1.036 -2.215

Results
LUMO: 0.40 eV
Frontier orbital gap: 8.4 eV
Total energy: -76077.03931 eV
2S+1: 1

Atomic partial charges in e from the Mulliken method, atoms 1 to 2: -0.772, -0.743

- Among the records above, which one has the lowest 2S+1?
  C39H38N2OPSc

- Number 1 is which compound?
  C39H38CrFN5O10S

- The highest total energy belongs to which entry?
  C39H38N2OPSc

Copy entry 2 word for word.
# C39H38N2OPSc

C39H38N2OPSc as an isolated structure (wB97M-V/def2-TZVPD, OMol25).

Element x y z (Å)
Sc 1.393 -0.792 -0.853
C 3.753 -1.532 -1.308
C 3.263 -2.255 -0.203
C 2.198 -3.081 -0.655
C 2.052 -2.876 -2.039
C 2.997 -1.907 -2.441
H 4.613 -0.881 -1.301
H 3.713 -2.276 0.777
H 1.697 -3.842 -0.075
H 1.392 -3.421 -2.695
H 3.191 -1.602 -3.459
C -2.481 0.847 4.934
C -1.243 0.319 5.265
C -0.260 0.168 4.293
C -0.514 0.550 2.981
C -1.768 1.072 2.653
C -2.742 1.229 3.624
P 0.668 0.383 1.604
C 2.077 -0.457 2.433
C 3.310 0.143 2.658
C 4.341 -0.578 3.253
C 4.143 -1.895 3.635
C 2.910 -2.503 3.417
C 1.891 -1.792 2.808
C 1.298 2.070 1.313
C 1.168 3.056 2.256
C 1.619 4.367 1.998
C 2.178 4.663 0.790
C 2.318 3.672 -0.213
C 2.876 3.996 -1.475
C 2.980 3.043 -2.442
C 2.544 1.721 -2.183
C 2.008 1.325 -0.977
C 1.883 2.343 0.032
H -3.243 0.960 5.695
H -1.034 0.022 6.285
H 0.704 -0.237 4.569
H -1.976 1.358 1.628
H -3.708 1.641 3.358
H 3.468 1.172 2.361
H 5.300 -0.104 3.421
H 4.946 -2.452 4.101
H 2.753 -3.534 3.708
H 0.933 -2.269 2.626
H 0.713 2.833 3.214
H 1.511 5.131 2.757
H 2.519 5.669 0.573
H 3.205 5.013 -1.657
H 3.392 3.293 -3.412
H 2.649 1.006 -2.996
C -2.042 -3.834 -2.812
C -3.109 -3.266 -1.873
C -2.762 -3.571 -0.408
C -3.487 -1.788 -2.026
C -4.830 -1.516 -1.756
C -5.339 -0.235 -1.764
C -4.486 0.823 -2.025
C -3.146 0.620 -2.326
C -2.279 1.860 -2.484
C -1.397 1.917 -3.733
C -1.459 2.104 -1.212
C -2.660 -0.696 -2.347
N -1.344 -0.857 -2.926
H -2.141 -4.921 -2.836
H -1.036 -3.615 -2.468
H -2.151 -3.462 -3.831
H -4.032 -3.807 -2.095
H -1.880 -3.015 -0.104
H -2.562 -4.639 -0.281
H -3.585 -3.296 0.253
H -5.486 -2.353 -1.541
H -6.391 -0.059 -1.576
H -4.863 1.838 -1.997
H -2.987 2.688 -2.566
H -0.516 1.281 -3.653
H -1.051 2.942 -3.878
H -1.951 1.614 -4.623
H -0.766 1.281 -1.025
H -2.117 2.188 -0.344
H -0.872 3.022 -1.294
O -0.501 -0.991 -0.870
N -0.368 -1.036 -2.215

Results
LUMO: 0.40 eV
Frontier orbital gap: 8.4 eV
Total energy: -76077.03931 eV
2S+1: 1

Atomic partial charges in e from the Mulliken method, atoms 1 to 2: -0.772, -0.743